Entry from the Open Molecules 2025 dataset: C15H23N3O4S in the gas phase (ωB97M-V/def2-TZVPD).

Results
HOMO level = -8.8 eV
LUMO energy = 0.65 eV
Relative energy (zero: lowest compared OMol25 entry of this formula, charge and spin) = 220.31 kJ/mol
E = -1448.79360 a.u.
Kohn-Sham gap = 9.41 eV
Spin multiplicity = 1
Molar mass = 341.43 g mol⁻¹

CARTESIAN COORDINATES (ANGSTROEM)
C: -2.061 -2.051 2.295
C: -3.078 -1.094 1.680
N: -2.642 -0.651 0.374
C: -2.669 -1.698 -0.652
C: -3.115 -1.022 -1.956
C: -3.020 0.469 -1.644
C: -3.322 0.530 -0.148
C: -2.773 1.812 0.512
N: -1.351 1.691 0.725
C: -0.440 2.184 -0.146
O: -0.681 3.063 -0.951
C: 0.889 1.491 -0.033
C: 0.822 0.102 -0.163
C: 1.958 -0.668 -0.190
S: 1.777 -2.431 -0.265
N: 1.596 -2.781 1.380
O: 2.993 -3.036 -0.725
O: 0.536 -2.772 -0.899
C: 3.212 -0.089 -0.100
C: 3.300 1.276 0.041
C: 2.154 2.090 0.092
O: 2.433 3.386 0.310
C: 1.416 4.341 0.532
H: -1.982 -2.955 1.698
H: -2.367 -2.323 3.302
H: -1.079 -1.584 2.338
H: -3.180 -0.216 2.324
H: -4.066 -1.590 1.634
H: -1.671 -2.135 -0.750
H: -3.367 -2.500 -0.375
H: -4.146 -1.291 -2.190
H: -2.487 -1.310 -2.796
H: -2.009 0.832 -1.827
H: -3.715 1.070 -2.227
H: -4.414 0.487 0.019
H: -2.947 2.668 -0.141
H: -3.260 1.993 1.475
H: -1.095 0.858 1.236
H: -0.131 -0.391 -0.279
H: 0.766 -3.328 1.547
H: 2.412 -3.240 1.749
H: 4.088 -0.715 -0.146
H: 4.256 1.769 0.125
H: 0.833 4.528 -0.373
H: 0.740 4.021 1.331
H: 1.937 5.248 0.833

Cartesian forces (eV/Å) of the 6 atoms listed first:
C -0.3 0.2 0.0
C 0.2 -0.1 0.1
N -0.3 0.1 -0.1
C 0.2 -0.3 -0.1
C 0.0 0.1 0.1
C -0.1 -0.1 0.2